The following is a quantum chemistry calculation of a 2-piece molecular cluster, C8H21N4S overall at a distorted geometry, from OMol25.

Summary:
Highest occupied orbital energy: -11.8 eV
HOMO-LUMO gap: 9.09 eV
Total charge: +1
F_max: 5.0 eV/A
Relative energy (zero: lowest compared OMol25 entry of this formula, charge and spin): 1.057 eV
LUMO level: -0.09786 Ha

```
34
Properties=species:S:1:pos:R:3:forces:R:3
C 1.316 0.763 0.999 1.977 -2.225 1.633
C 0.036 1.094 1.834 1.709 2.112 -2.227
C 0.555 0.203 -0.181 -0.857 0.164 0.043
C 2.111 -0.470 1.662 2.284 4.164 -1.485
C 1.866 -1.786 -1.271 -1.289 1.716 -2.050
C -1.450 -1.347 -0.133 -2.951 -0.395 1.747
C -0.707 1.993 0.753 -2.431 -2.697 1.222
C 1.113 -0.406 -1.441 0.741 -1.858 -0.605
N -0.703 -0.095 1.887 -0.509 -1.315 -0.781
N -0.338 -0.740 0.495 0.582 1.258 1.711
N -2.149 0.875 -2.434 -1.566 -3.327 0.289
N -0.196 1.531 -0.544 1.487 1.102 0.184
S -0.883 -0.950 3.417 0.361 0.216 -1.970
H 2.080 1.563 0.859 -1.129 -0.205 -0.344
H 0.326 1.593 2.750 -0.612 -0.122 0.290
H 3.239 -0.292 1.467 -1.833 -0.488 0.762
H 1.805 -1.310 1.186 -0.659 -2.630 -1.216
H 1.840 -0.554 2.661 0.094 -0.035 1.982
H 2.045 -2.066 -2.339 0.712 0.005 1.117
H 1.289 -2.563 -0.852 -0.880 -0.699 0.660
H 2.670 -1.559 -0.646 1.863 -0.390 0.350
H -2.229 -1.539 0.681 1.103 0.124 -0.910
H -2.031 -0.838 -0.875 0.108 1.149 -0.310
H -1.317 -2.297 -0.573 1.023 -1.286 -0.255
H -0.649 3.030 0.846 0.131 1.626 0.248
H -1.768 1.605 0.767 0.883 1.018 0.264
H 0.303 -0.695 -2.122 -0.160 0.786 0.128
H 1.860 0.190 -2.002 -0.747 0.338 0.526
H -2.255 -0.131 -2.833 0.770 2.153 0.721
H -3.078 0.906 -1.924 1.261 0.946 -1.220
H -2.054 1.446 -3.254 -0.798 0.615 -0.287
H -0.899 1.475 -1.287 -0.678 -0.751 -0.389
H 0.468 2.270 -0.829 0.121 -0.886 -0.258
H -2.213 -0.901 3.275 -0.108 -0.183 0.430
```
Forces are in eV/Å.



The following is a quantum chemistry calculation of a 2-piece molecular cluster, C3H8O2 overall at a distorted geometry, from OMol25.

Summary:
Highest occupied orbital energy: -10.3 eV
HOMO-LUMO gap: 11.14 eV
Total charge: 0
F_max: 2.0 eV/A
Relative energy (zero: lowest compared OMol25 entry of this formula, charge and spin): 1.860 eV
SMILES: C=O.CCO
LUMO level: 0.03122 Ha

```
13
Properties=species:S:1:pos:R:3:forces:R:3
O 1.021 -0.660 -2.978 0.002 -0.755 -0.332
C 1.182 0.371 -2.407 -0.069 0.618 0.110
H 0.673 1.289 -2.735 -0.050 0.187 -0.013
H 1.833 0.470 -1.528 0.171 -0.039 0.172
C -0.176 0.089 1.549 1.110 -0.567 -0.486
O -1.165 0.834 2.216 0.194 0.245 -0.458
C -0.543 -0.607 0.222 -0.678 1.694 0.696
H 0.669 0.742 1.304 -0.319 0.353 0.241
H 0.281 -0.649 2.215 -0.266 -0.159 0.207
H -1.857 0.220 2.443 -0.467 -0.193 0.209
H -0.686 0.172 -0.531 0.363 -0.024 -0.168
H 0.314 -1.229 -0.011 -0.390 -0.512 -0.412
H -1.545 -1.041 0.241 0.398 -0.847 0.234
```
Forces are in eV/Å.



The following is a quantum chemistry calculation of C24H24N5O2ReS2 as an isolated structure, from OMol25.

Summary:
⟨S²⟩: 0.76
Highest occupied orbital energy (spin up / spin down): -9.1 / -10.3 eV
HOMO-LUMO gap (spin up / spin down): 6.25 / 7.21 eV
Total charge: +1
F_max: 0.8 eV/A
Relative energy (zero: lowest compared OMol25 entry of this formula, charge and spin): 0.528 eV
LUMO level (spin up / spin down): -0.10559 / -0.11433 Ha
2S+1: 2

```
58
Properties=species:S:1:pos:R:3:forces:R:3
Re -0.221 -1.079 -0.110 0.262 0.741 0.241
C 3.614 6.005 0.861 0.018 0.019 0.000
C 2.853 4.839 0.301 -0.020 -0.024 -0.019
C 2.649 3.685 1.057 0.014 0.015 -0.006
C 1.941 2.613 0.547 0.018 -0.040 0.054
C 1.430 2.699 -0.741 -0.012 -0.121 -0.072
C 1.617 3.834 -1.519 -0.024 0.015 -0.082
C 2.330 4.896 -0.990 -0.006 -0.029 0.021
S 0.504 1.362 -1.390 0.041 0.093 0.043
O 1.321 0.103 -1.204 -0.007 0.172 -0.251
O 0.083 1.685 -2.713 0.062 -0.038 0.048
N -0.632 0.959 -0.362 0.493 -0.105 -0.084
C -1.901 1.435 -0.143 -0.579 0.295 0.119
C -2.415 2.679 -0.422 0.128 -0.256 0.029
C -3.743 2.971 -0.062 -0.132 0.008 0.045
C -4.537 2.051 0.567 -0.003 0.101 -0.042
C -4.037 0.762 0.861 0.143 -0.046 -0.037
C -4.788 -0.250 1.497 0.065 -0.101 0.009
C -4.213 -1.469 1.725 -0.089 0.078 0.004
C -2.891 -1.701 1.325 0.119 0.067 -0.073
N -2.157 -0.779 0.720 0.159 -0.240 0.191
C -2.714 0.458 0.492 -0.129 0.185 -0.015
H 4.044 5.770 1.833 -0.002 0.001 0.002
H 2.959 6.869 0.978 -0.001 0.004 0.002
H 4.422 6.298 0.189 -0.001 0.005 0.002
H 3.049 3.630 2.061 0.004 -0.007 0.016
H 1.784 1.719 1.137 -0.026 0.005 0.038
H 1.211 3.874 -2.520 0.000 0.002 -0.007
H 2.483 5.783 -1.591 0.002 0.011 -0.005
H -1.809 3.429 -0.912 0.035 -0.013 -0.009
H -4.136 3.952 -0.290 -0.017 0.001 0.008
H -5.554 2.292 0.844 -0.014 0.015 0.001
H -5.809 -0.048 1.794 -0.015 -0.004 0.007
H -4.753 -2.269 2.209 -0.024 -0.001 0.010
H -2.423 -2.661 1.490 0.029 0.003 -0.009
N -0.518 -2.706 -0.530 -0.237 -0.620 -0.486
C -1.132 -3.857 -0.998 -0.085 -0.190 0.081
C -1.988 -3.772 -2.096 -0.002 -0.227 0.070
C -2.613 -4.922 -2.548 -0.039 0.067 -0.067
C -2.387 -6.139 -1.920 0.023 -0.047 0.043
C -1.529 -6.217 -0.829 -0.037 -0.021 -0.042
C -0.897 -5.079 -0.362 -0.050 0.162 -0.104
H -2.148 -2.818 -2.580 0.031 0.033 0.024
H -3.279 -4.869 -3.400 0.000 -0.004 0.002
H -2.879 -7.030 -2.284 0.000 -0.010 0.001
H -1.355 -7.168 -0.345 0.004 -0.013 0.007
H -0.225 -5.114 0.484 0.022 0.002 0.028
C 4.703 -1.572 -0.164 0.018 0.011 0.023
N 3.361 -1.159 0.212 0.087 0.005 -0.043
C 2.840 -1.336 1.411 0.038 0.013 0.094
N 3.585 -1.887 2.372 0.083 -0.049 -0.044
S 1.232 -0.893 1.855 -0.279 0.099 0.200
H 4.863 -1.300 -1.203 0.002 -0.006 -0.004
H 4.822 -2.652 -0.073 -0.004 0.000 0.013
H 5.460 -1.066 0.440 0.003 -0.001 -0.006
H 2.806 -0.645 -0.461 -0.054 -0.022 0.040
H 4.543 -2.155 2.226 0.002 0.026 0.010
H 3.172 -2.042 3.275 -0.015 -0.020 -0.019
```
Forces are in eV/Å.